1.
The following is a quantum chemistry calculation of a molecular structure, C2H4ClN2P at a distorted geometry, from the OMol25 dataset.

As for the energy: -989.5200 Eh. The calculation puts the orbital gap (spin up / spin down) at 7.430 / 7.451 eV. As for the molar mass: 122.5 g/mol. The calculation puts the HOMO energy (spin up / spin down) at -9.5 / -9.5 eV. As for the charge: 0.

Geometry (Å):
C  0.2498  -0.4428  -0.3551
C  -1.1438  0.3058  -0.1260
N  1.3822  0.4408  -0.0270
N  -0.8655  1.3663  0.7593
P  0.5717  1.7074  1.1636
Cl  2.7077  -1.2780  0.2127
H  0.3179  -1.2534  0.4899
H  0.3989  -0.9074  -1.3868
H  -1.8189  0.6800  -0.9630
H  -1.8000  -0.6188  0.2324

Forces on atoms 1 to 3 (eV/Å):
C -0.626 -1.360 0.214
C -0.833 -3.244 -1.131
N 0.271 -1.161 0.035

2.
The following is a quantum chemistry calculation of a molecular structure, C25H19Cl4CrN2O4, from the OMol25 dataset.

As for the energy: -4259.9361 Eh. The calculation puts the orbital gap (spin up / spin down) at 5.054 / 6.691 eV. As for the molar mass: 605.2 g/mol. The calculation puts the HOMO energy (spin up / spin down) at -2.9 / -4.5 eV. As for the multiplicity: 5. As for the charge: -1.

Geometry (Å):
Cr  -0.0219  -0.2773  0.4122
Cl  -4.5772  -3.8408  3.8215
C  -3.1714  -2.9092  3.4096
C  -2.3426  -2.4151  4.3997
Cl  -2.6926  -2.7091  6.0747
C  -1.2108  -1.6614  4.0482
Cl  -0.1633  -0.9822  5.2573
C  -0.9178  -1.3967  2.7248
O  0.0984  -0.6470  2.3233
C  -1.7689  -1.9043  1.7078
O  -1.4537  -1.5944  0.4644
C  -2.8760  -2.6547  2.0614
Cl  -3.8987  -3.2351  0.7848
O  2.2204  0.4455  -6.1357
C  0.8558  0.1999  -5.8211
C  0.6705  0.0494  -4.3409
C  -0.6076  -0.3421  -3.8608
C  -0.7877  -0.4488  -2.5108
N  0.1898  -0.2128  -1.6222
C  1.4368  0.1576  -2.0633
C  1.6745  0.2954  -3.4535
C  2.4056  0.3822  -1.0453
C  3.7799  0.6240  -1.2698
C  4.6397  0.7513  -0.2171
C  6.1023  1.0254  -0.4497
O  6.3277  2.2738  -1.1077
C  4.1333  0.6344  1.1052
C  2.7961  0.4033  1.2796
N  1.9354  0.2868  0.2534
H  2.3060  0.4727  -7.0919
H  0.4982  -0.7113  -6.3135
H  0.2280  1.0287  -6.1691
H  -1.4266  -0.5547  -4.5359
H  -1.7379  -0.7514  -2.0837
H  2.6458  0.6013  -3.8128
H  4.1554  0.6973  -2.2833
H  6.5406  0.2714  -1.1033
H  6.6361  0.9897  0.5046
H  5.7865  2.9345  -0.6632
H  4.7839  0.7204  1.9655
H  2.3508  0.3018  2.2624
C  -1.1489  1.4565  0.6096
C  -2.4608  1.1766  1.2497
C  -3.5909  0.8580  0.4924
C  -4.7860  0.4973  1.0946
C  -4.8911  0.4517  2.4810
C  -3.7826  0.7818  3.2492
C  -2.5877  1.1408  2.6397
H  -0.5243  2.0954  1.2403
H  -1.2475  1.9038  -0.3822
H  -3.5154  0.8656  -0.5909
H  -5.6374  0.2316  0.4788
H  -5.8171  0.1479  2.9526
H  -3.8373  0.7357  4.3309
H  -1.7159  1.3591  3.2481

Forces on atoms 1 to 3 (eV/Å):
Cr -0.486 -0.144 0.443
Cl 0.075 0.058 -0.013
C -0.083 -0.061 -0.116

3.
The following is a quantum chemistry calculation of a single C5H10O molecule at a distorted geometry, from the OMol25 dataset.

As for the energy: -271.6413 Eh. The calculation puts the orbital gap at 8.898 eV. As for the molar mass: 86.1 g/mol. The calculation puts the HOMO energy at -8.1 eV. As for the charge: 0.

Geometry (Å):
C  -1.0306  -0.8512  -1.2223
C  -1.0284  -0.5538  0.2641
C  0.2723  -0.2513  0.9493
C  1.5913  -0.3137  0.2028
C  -0.5181  0.9723  0.7456
O  -0.2696  1.9155  -0.2217
H  -0.4947  -0.0770  -1.7831
H  -2.0450  -0.9157  -1.6292
H  -0.5430  -1.8130  -1.4405
H  -1.8597  0.0118  0.6768
H  0.3666  -0.5840  1.9776
H  2.3212  0.3234  0.7219
H  1.9923  -1.3279  0.1941
H  1.5290  0.0255  -0.8363
H  -0.9652  1.3975  1.6611
H  0.6816  2.0416  -0.2602

Forces on atoms 1 to 3 (eV/Å):
C 0.002 0.214 -0.003
C 0.104 1.705 -0.375
C 0.343 0.169 0.405

4.
The following is a quantum chemistry calculation of a single C4H11N3 molecule at a distorted geometry, from the OMol25 dataset.

As for the energy: -323.2188 Eh. The calculation puts the orbital gap at 8.848 eV. As for the molar mass: 101.2 g/mol. The calculation puts the HOMO energy at -7.9 eV. As for the charge: 0.

Geometry (Å):
C  -0.8468  1.7317  0.4623
C  -0.7182  0.9167  -0.8291
C  -0.1299  -0.3992  -0.6044
C  -0.5251  -1.3666  0.2541
N  0.3319  -2.3822  0.8275
N  1.2583  -0.5117  -1.1841
N  0.4585  1.9618  1.0075
H  -1.3197  1.0504  1.1042
H  -1.4199  2.7311  0.2706
H  -1.6699  0.8672  -1.3636
H  -0.0351  1.3844  -1.4988
H  -1.5145  -1.0957  0.7458
H  1.1623  -2.3686  0.2402
H  -0.2278  -3.1863  0.8233
H  1.3028  -1.4910  -1.4829
H  1.2019  -0.0140  -2.1005
H  0.3925  2.1963  2.0215
H  1.1061  1.1556  0.9859

Forces on atoms 1 to 3 (eV/Å):
C -0.078 0.893 -1.508
C -1.141 0.771 -0.236
C 2.588 -2.334 0.561

5.
The following is a quantum chemistry calculation of 2 unconnected molecules or ions with the total composition C28H37N2O3S at a distorted geometry, from the OMol25 dataset.

As for the energy: -1822.2738 Eh. The calculation puts the orbital gap at 5.593 eV. As for the molar mass: 481.7 g/mol. The calculation puts the HOMO energy at -10.1 eV. As for the charge: +1.

Geometry (Å):
C  2.7496  4.0572  1.8514
C  1.2453  4.0172  1.7111
O  0.8303  3.2221  0.6027
C  -0.5864  3.0845  0.5020
C  -1.2633  4.0919  -0.2020
S  -3.0408  4.1033  -0.3876
C  -3.2904  5.7827  0.2520
C  -3.0281  4.6130  -2.1249
O  -1.2145  2.1527  1.0192
H  3.0617  4.6677  2.6991
H  3.1532  3.0544  1.9915
H  3.2120  4.4680  0.9540
H  0.7685  3.6032  2.6078
H  0.8292  5.0201  1.5597
H  -0.6881  4.8830  -0.6364
H  -3.2291  5.7719  1.3371
H  -2.5243  6.4524  -0.1300
H  -4.2666  6.1614  -0.0386
H  -2.7496  3.7685  -2.7489
H  -4.0107  4.9623  -2.4288
H  -2.3073  5.4103  -2.2819
C  2.8646  -4.7677  -0.9380
N  1.9760  -3.8226  -0.2848
C  1.9470  -3.7051  1.0870
O  2.6157  -4.3371  1.8771
C  0.9204  -2.6284  1.4128
C  1.5664  -1.4547  2.1550
C  2.2081  -1.8377  3.4596
C  3.5751  -1.6873  3.6515
C  4.1692  -2.0763  4.8345
C  3.4051  -2.6215  5.8442
C  2.0448  -2.7663  5.6729
C  1.4510  -2.3725  4.4912
N  0.3095  -2.2094  0.1096
C  -0.7009  -1.3015  -0.0344
C  -1.2711  -0.9899  -1.2495
C  -2.3043  -0.0974  -1.4472
C  -2.8694  0.1841  -2.7252
C  -3.9589  1.0685  -2.8402
C  -4.5127  1.3510  -4.0679
C  -4.0037  0.7693  -5.2166
C  -2.9352  -0.1052  -5.1340
C  -2.3759  -0.3983  -3.9124
C  0.9692  -2.9848  -0.9986
C  1.6899  -2.0501  -1.9648
C  -0.0277  -3.9203  -1.6768
H  3.5080  -5.2369  -0.1963
H  2.2900  -5.5429  -1.4408
H  3.4875  -4.2554  -1.6688
H  0.1312  -3.0784  2.0298
H  2.3188  -1.0082  1.4978
H  0.8271  -0.6671  2.3306
H  4.1797  -1.2778  2.8603
H  5.2325  -1.9614  4.9682
H  3.8694  -2.9399  6.7633
H  1.4444  -3.1935  6.4594
H  0.3898  -2.4936  4.3569
H  -1.0642  -0.8125  0.8503
H  -0.8919  -1.4864  -2.1183
H  -2.6976  0.4218  -0.5921
H  -4.3602  1.5177  -1.9484
H  -5.3502  2.0252  -4.1341
H  -4.4404  0.9939  -6.1763
H  -2.5391  -0.5630  -6.0268
H  -1.5492  -1.0838  -3.8763
H  2.4529  -1.4825  -1.4337
H  2.1777  -2.6159  -2.7559
H  1.0171  -1.3368  -2.4329
H  -0.4238  -4.6250  -0.9468
H  -0.8706  -3.3948  -2.1160
H  0.4579  -4.4896  -2.4667

Forces on atoms 1 to 3 (eV/Å):
C 0.047 -0.280 -0.401
C -0.668 0.320 0.517
O -1.184 -0.597 -0.587

6.
The following is a quantum chemistry calculation of a molecular structure, C29H116F3O47PtS at a distorted geometry, from the OMol25 dataset.

As for the energy: -5527.3685 Eh. The calculation puts the orbital gap (spin up / spin down) at 8.083 / 8.045 eV. As for the molar mass: 1501.3 g/mol. The calculation puts the HOMO energy (spin up / spin down) at -10.5 / -10.5 eV. As for the multiplicity: 3. As for the charge: +1.

Geometry (Å):
Pt  -1.5675  -2.4773  2.1869
C  -0.7263  0.5711  -0.8757
F  -1.2442  -0.3262  -1.6934
F  -0.0563  1.4825  -1.6253
F  -1.6499  1.0335  -0.1387
S  0.6253  -0.3073  0.1795
O  1.1898  0.7250  1.0957
O  -0.1529  -1.3577  0.8803
O  1.6736  -0.8091  -0.7585
C  3.1074  -3.5199  1.3254
C  3.7300  -2.0858  0.9806
O  5.0503  -1.8357  1.4466
O  2.5065  -3.4805  2.6641
H  3.9316  -4.2308  1.3844
H  2.3889  -3.7936  0.5528
H  3.0703  -1.2652  1.2624
H  3.7502  -2.0208  -0.1072
H  5.0089  -1.6836  2.3935
H  3.1507  -3.1621  3.3007
C  1.1875  1.4653  -5.1639
C  0.2693  2.1623  -6.2104
O  -0.9124  2.7452  -5.5802
O  1.5616  2.2995  -4.0663
H  2.1380  1.0712  -5.5234
H  0.5870  0.7020  -4.6690
H  0.0811  1.5424  -7.0870
H  0.8533  2.9983  -6.5952
H  -0.6082  3.2767  -4.8409
H  2.1402  1.8049  -3.4814
C  -5.7663  -2.3630  -0.3662
C  -5.9040  -2.8192  1.0708
O  -5.1639  -3.9788  1.4375
O  -4.5803  -1.6645  -0.5975
H  -6.6110  -1.7386  -0.6573
H  -5.8481  -3.2199  -1.0350
H  -6.9465  -3.1207  1.1727
H  -5.7088  -2.1190  1.8830
H  -5.4229  -4.1806  2.3396
H  -4.6511  -1.2472  -1.4591
C  -7.1783  1.7843  1.0695
C  -6.1307  1.8562  -0.0563
O  -6.2697  3.1061  -0.7161
O  -6.7326  2.3992  2.2300
H  -7.3837  0.7345  1.2787
H  -8.1270  2.1409  0.6684
H  -6.4227  1.0744  -0.7575
H  -5.0953  1.6590  0.2215
H  -6.1545  3.7688  -0.0311
H  -7.4711  2.3502  2.8415
C  1.2895  6.9536  -2.9814
C  1.3505  5.5810  -3.5774
O  0.4583  4.6802  -2.8606
O  1.7505  8.0090  -3.8872
H  1.9574  6.8516  -2.1261
H  0.3153  7.2384  -2.5841
H  2.3976  5.2820  -3.5313
H  1.0821  5.5544  -4.6335
H  0.8337  3.8046  -2.9788
H  2.0173  8.8194  -3.4470
C  -1.3334  -3.3896  -3.1686
C  -2.7043  -2.8291  -3.5338
O  -3.5343  -3.8047  -4.1600
O  -1.2065  -4.1065  -1.9051
H  -0.4704  -2.7258  -3.2208
H  -1.2080  -4.1038  -3.9825
H  -2.5898  -2.0364  -4.2731
H  -3.0519  -2.4005  -2.5938
H  -3.5884  -4.5774  -3.5930
H  -0.3621  -4.5631  -1.9174
C  6.6637  2.8771  0.2767
C  5.6546  1.9503  -0.3395
O  4.8660  2.5634  -1.4081
O  5.8194  3.8249  0.8526
H  7.3835  3.3756  -0.3725
H  7.2214  2.3305  1.0372
H  4.9482  1.4500  0.3228
H  6.2501  1.1295  -0.7393
H  4.0381  2.8752  -1.0355
H  5.2361  4.0520  0.1247
C  0.1527  4.8096  2.5700
C  -0.0195  3.2695  2.6166
O  1.2827  2.7071  2.7404
O  0.6059  5.3145  1.3602
H  0.8984  5.1600  3.2836
H  -0.8324  5.2632  2.6787
H  -0.5430  2.9565  1.7132
H  -0.6286  2.9745  3.4710
H  1.3402  1.8202  2.3776
H  0.0214  4.9292  0.7033
C  4.8276  2.4409  5.1759
C  4.4802  3.3582  3.9121
O  3.5154  4.3284  4.1146
O  3.7409  1.5684  5.5546
H  5.1102  3.0328  6.0465
H  5.6539  1.7383  5.0682
H  4.1851  2.7973  3.0253
H  5.3852  3.8819  3.6040
H  2.8194  3.9689  3.5595
H  3.9020  1.3319  6.4710
C  1.2380  -4.1332  7.2718
C  1.6816  -3.3250  6.0250
O  0.9417  -2.1184  5.8330
O  1.0680  -3.3443  8.3815
H  1.9822  -4.9212  7.3875
H  0.3067  -4.6446  7.0282
H  1.7128  -4.0179  5.1842
H  2.7028  -2.9878  6.2029
H  1.4866  -1.4345  5.4370
H  1.7881  -2.7150  8.4650
C  -3.2528  3.4115  -3.2719
C  -4.4758  3.1178  -4.1507
O  -4.9901  4.2503  -4.8341
O  -3.6044  4.4091  -2.4405
H  -2.4075  3.7805  -3.8528
H  -2.9857  2.5632  -2.6416
H  -5.2204  2.4482  -3.7203
H  -4.0664  2.4725  -4.9279
H  -4.3070  4.4681  -5.4725
H  -4.5040  4.2420  -2.1498
C  6.2498  -2.7185  -3.7269
C  6.1091  -2.8007  -5.1868
O  7.2016  -3.6187  -5.7815
O  6.1088  -3.8793  -2.9722
H  5.6150  -2.0048  -3.2018
H  7.2299  -2.3108  -3.4793
H  6.1071  -1.8367  -5.6955
H  5.1310  -3.2443  -5.3727
H  6.8786  -3.7952  -6.6681
H  6.2482  -3.6319  -2.0552
C  1.5498  -7.7061  -1.5164
C  1.2705  -6.3101  -0.7373
O  1.2319  -5.1765  -1.6057
O  2.9150  -7.9852  -1.7591
H  1.0572  -7.6261  -2.4854
H  1.1481  -8.5407  -0.9417
H  2.0197  -6.2151  0.0487
H  0.2536  -6.3477  -0.3467
H  2.0672  -5.2578  -2.0719
H  3.4631  -7.8350  -0.9854
C  -2.9657  1.0822  5.8219
C  -4.0521  0.0224  5.9607
O  -4.0794  -0.7114  4.6903
O  -1.6497  0.7456  5.4832
H  -3.0140  1.5532  6.8037
H  -3.2401  1.9031  5.1594
H  -5.0241  0.4280  6.2414
H  -3.8033  -0.5669  6.8432
H  -4.2348  -0.0278  4.0344
H  -1.1288  1.5442  5.3710
O  2.2553  -2.5336  -3.9439
H  2.3208  -1.8251  -3.3036
H  2.4358  -3.3283  -3.4418
O  -2.3637  -3.7856  0.5831
H  -3.3046  -3.9438  0.5063
H  -2.0070  -4.0418  -0.2674
O  6.5416  -3.1501  -0.4531
H  7.2161  -2.5009  -0.6529
H  6.0418  -2.7634  0.2658
O  -2.9971  -3.2003  3.6865
H  -2.8325  -3.7480  4.4540
H  -3.4506  -2.4318  4.0329
O  2.0465  -0.1761  4.1956
H  2.9905  -0.3085  4.2822
H  1.9376  0.7748  4.1843
O  -4.5706  -0.0937  -2.8094
H  -5.3294  0.3219  -3.2190
H  -3.9481  -0.2163  -3.5261
O  -4.8117  4.7490  0.8893
H  -4.5721  5.6756  0.9080
H  -4.3145  4.3581  1.6078
O  -0.9827  4.7976  -0.5834
H  -1.9020  5.0537  -0.6584
H  -0.6733  4.7464  -1.4878
O  3.0033  0.6505  -2.5735
H  2.5849  -0.0045  -2.0147
H  3.5804  1.1357  -1.9837
O  -4.1098  1.2638  2.6356
H  -4.9801  1.5711  2.3820
H  -3.6323  2.0604  2.8675
O  -0.9509  -2.3838  -6.5730
H  -1.2914  -2.6605  -5.7223
H  -1.6494  -2.5965  -7.1919
O  -2.9964  -1.0001  1.5141
H  -3.3926  -0.1619  1.7522
H  -3.5366  -1.3248  0.7937
O  -0.1912  -3.9796  2.8710
H  0.7391  -3.9160  2.6550
H  -0.2831  -4.8373  3.2858
O  2.5869  3.2887  -0.0228
H  2.2904  4.1871  0.1233
H  2.2383  2.7970  0.7208
O  -0.6009  -1.1896  3.6598
H  0.3553  -1.1488  3.6702
H  -0.8745  -0.5831  4.3479
O  -3.5786  -0.2823  -5.5547
H  -4.5191  -0.2037  -5.7143
H  -3.1725  -0.0277  -6.3832

Forces on atoms 1 to 3 (eV/Å):
Pt 0.098 0.534 -0.326
C 3.845 -1.383 -1.154
F -0.298 -0.478 -0.521